A structure of composition C6H5Br3S2 in a non-equilibrium geometry, computed with ωB97M-V/def2-TZVPD.

- 2S+1 = 1
- HOMO-LUMO gap (alpha / beta) (Ha) = 0.2393 / 0.2303
- E_HOMO (alpha / beta) (eV) = -8.33 / -8.26
- maximum force (eV/Å) = 3.6

Positions of all 16 atoms, in Å:
C (-1.5525, 0.2038, -1.5509)
C (-2.0696, 0.7397, -0.4044)
C (-0.3058, -0.4031, -1.7233)
C (0.6285, -0.5905, -0.4758)
C (-1.3594, 1.0152, 0.7833)
C (0.0805, -0.8726, 0.8790)
S (0.0409, -1.0195, -3.2357)
S (1.1409, -0.8678, 2.2988)
Br (-3.9887, 0.5676, -0.1450)
Br (-0.0955, 2.3782, 0.7462)
Br (-1.0224, -2.3957, 1.0401)
H (-2.2740, -0.0487, -2.4326)
H (1.0935, -1.5274, -0.6562)
H (1.1998, 0.3228, -0.6669)
H (-1.8220, 1.0154, 1.7861)
H (1.4308, 0.4815, 2.3051)

And the natural (NBO) charges, in e, turn out to be:
1 C -0.335
2 C -0.050
3 C -0.069
4 C -0.618
5 C -0.367
6 C -0.173
7 S 0.034
8 S 0.091
9 Br 0.064
10 Br 0.089
11 Br 0.141
12 H 0.262
13 H 0.254
14 H 0.277
15 H 0.252
16 H 0.147

=====

A structure of composition C5H8O in a non-equilibrium geometry, computed with ωB97M-V/def2-TZVPD.

- 2S+1 = 1
- HOMO-LUMO gap (Ha) = 0.3569
- E_HOMO (eV) = -8.61
- energy relative to the best compared isomer or geometry (same formula, charge and spin) (kcal per mole) = 77.8
- maximum force (eV/Å) = 3.5

Positions of all 14 atoms, in Å:
C (1.6389, -0.3334, 0.4306)
C (0.7259, 0.4887, -0.4088)
C (-0.5739, 0.0724, -0.9639)
C (-1.3067, -0.8316, 0.0413)
O (-1.2444, 0.1718, 1.0794)
C (-0.6654, 1.0543, 0.1512)
H (1.0781, -0.7579, 1.2699)
H (2.4819, 0.2289, 0.8437)
H (2.0445, -1.1578, -0.1660)
H (0.9177, 1.5711, -0.4914)
H (-0.8660, 0.1853, -1.9977)
H (-0.8341, -1.7722, 0.3438)
H (-2.3502, -1.0057, -0.2390)
H (-1.0465, 2.0861, 0.1067)

And the natural (NBO) charges, in e, turn out to be:
1 C -0.632
2 C -0.270
3 C -0.299
4 C -0.062
5 O -0.523
6 C 0.108
7 H 0.216
8 H 0.222
9 H 0.213
10 H 0.242
11 H 0.216
12 H 0.178
13 H 0.188
14 H 0.203

=====

The ion C7H7N2O with charge +1 in a non-equilibrium geometry, computed with ωB97M-V/def2-TZVPD.

- 2S+1 = 1
- charge = +1
- HOMO-LUMO gap (Ha) = 0.2681
- E_HOMO (eV) = -13.32
- SMILES = [NH+]#C/C=C1/CC=NCC1=O
- energy relative to the best compared isomer or geometry (same formula, charge and spin) (kcal per mole) = 71.9
- maximum force (eV/Å) = 5.3

Positions of all 17 atoms, in Å:
C (-1.2379, 1.0520, -0.1196)
C (2.2074, 0.4749, -0.0543)
C (-0.1685, 0.3355, 0.3848)
C (-0.1205, -1.1021, 0.3069)
C (-2.5045, 0.4952, -0.2671)
C (1.0126, 1.2575, 0.5485)
C (1.1853, -1.5765, -0.4730)
N (2.2736, -0.6977, -0.4739)
N (-3.5518, -0.0104, -0.2168)
O (-1.0828, -1.7876, 0.6299)
H (-1.3172, 2.0863, -0.0712)
H (3.0613, 1.0449, -0.0893)
H (1.2792, 1.3906, 1.5901)
H (0.7841, 2.2098, 0.0694)
H (1.6423, -2.5450, 0.1437)
H (0.8291, -2.0449, -1.3703)
H (-4.2917, -0.5825, -0.5378)

And the natural (NBO) charges, in e, turn out to be:
1 C -0.407
2 C 0.156
3 C 0.172
4 C 0.490
5 C 0.670
6 C -0.521
7 C -0.350
8 N -0.353
9 N -0.424
10 O -0.462
11 H 0.273
12 H 0.198
13 H 0.279
14 H 0.253
15 H 0.275
16 H 0.264
17 H 0.487

=====

A structure of composition C29H35CaF3N4O2P2 in a non-equilibrium geometry, computed with ωB97M-V/def2-TZVPD.

- 2S+1 = 1
- HOMO-LUMO gap (Ha) = 0.1964
- E_HOMO (eV) = -5.89
- energy relative to the best compared isomer or geometry (same formula, charge and spin) (kcal per mole) = 0.0
- maximum force (eV/Å) = 2.5

Positions of all 76 atoms, in Å:
Ca (-0.1706, 1.6383, 1.6663)
C (-1.9620, 1.8841, -4.3396)
C (-2.0643, 0.5988, -3.9703)
C (-1.2448, -0.4682, -4.6217)
C (0.2720, -0.1469, -4.8757)
C (0.9584, 0.6541, -3.7851)
C (1.0194, 1.9849, -3.8193)
C (0.4100, 2.7619, -4.9696)
C (-1.0460, 2.3810, -5.4258)
C (1.6785, 0.7605, 3.5553)
H (-2.6029, 2.6379, -3.8844)
H (-2.8326, 0.2861, -3.2638)
H (-1.6840, -0.7538, -5.6046)
H (-1.2889, -1.3814, -4.0041)
H (0.7962, -1.1081, -4.9488)
H (0.3662, 0.3227, -5.8618)
H (1.4357, 0.0881, -2.9849)
H (1.5663, 2.5610, -3.0658)
H (1.0366, 2.6783, -5.8758)
H (0.3860, 3.8269, -4.6968)
H (-1.4974, 3.3041, -5.8118)
H (-0.9837, 1.6869, -6.2710)
H (1.1403, 1.7147, 3.8224)
H (2.7063, 1.0535, 3.2833)
H (1.6914, 0.0753, 4.4753)
P (1.7046, -0.3786, 1.4728)
P (-1.4117, -1.1901, 1.5348)
N (2.8382, 0.8062, 0.7074)
N (2.9061, -1.5624, 1.8486)
N (-2.0381, 0.3372, 0.6635)
N (-2.8962, -1.9319, 1.6879)
C (0.9473, -1.0909, -0.0962)
C (-0.3825, -1.8565, 0.1361)
C (2.9285, 2.1422, 1.1509)
C (3.8673, 2.7954, 0.3766)
C (4.3559, 1.8524, -0.5840)
C (3.7142, 0.6428, -0.3557)
C (3.9187, -1.3979, 2.8174)
C (4.6499, -2.5750, 2.8801)
C (4.0927, -3.4938, 1.9079)
C (3.0219, -2.8510, 1.3027)
C (-2.5480, 1.5411, 1.2247)
C (-2.7203, 2.4677, 0.1974)
C (-2.5434, 1.7694, -1.0296)
C (-2.1386, 0.4834, -0.7233)
C (-3.8967, -2.2068, 0.7496)
C (-4.8632, -2.9766, 1.3754)
C (-4.4538, -3.1867, 2.7529)
C (-3.2519, -2.5252, 2.9297)
H (1.6587, -1.7440, -0.6343)
H (0.8249, -0.2117, -0.7545)
H (-0.9629, -1.9029, -0.7883)
H (-0.1926, -2.9009, 0.4631)
H (2.3689, 2.4929, 2.0218)
H (4.1989, 3.8220, 0.4869)
H (5.0774, 2.0286, -1.3674)
H (3.7420, -0.3275, -0.8360)
H (3.9356, -0.5036, 3.4274)
H (5.4712, -2.7689, 3.5593)
H (4.4229, -4.5070, 1.6912)
H (2.2880, -3.1827, 0.5758)
H (-2.7097, 1.6095, 2.2913)
H (-2.8815, 3.5407, 0.2917)
H (-2.6990, 2.1104, -2.0351)
H (-1.9076, -0.3544, -1.3838)
H (-3.8010, -1.8138, -0.2556)
H (-5.7670, -3.3649, 0.9026)
H (-4.9860, -3.7624, 3.5106)
H (-2.6461, -2.3453, 3.8214)
F (-1.9971, -0.9041, 6.3626)
C (-1.0527, -0.2878, 5.5841)
F (-0.3900, 0.6077, 6.3552)
F (-0.1262, -1.2452, 5.1929)
C (-1.7885, 0.2914, 4.2821)
O (-2.8796, -0.1912, 3.9300)
O (-1.0885, 1.1600, 3.6555)

And the Löwdin charges, in e, turn out to be:
1 Ca 1.285
2 C -0.113
3 C -0.134
4 C -0.178
5 C -0.180
6 C -0.109
7 C -0.106
8 C -0.178
9 C -0.185
10 C -0.308
11 H 0.094
12 H 0.091
13 H 0.123
14 H 0.101
15 H 0.107
16 H 0.095
17 H 0.083
18 H 0.099
19 H 0.116
20 H 0.102
21 H 0.107
22 H 0.099
23 H -0.018
24 H -0.065
25 H 0.019
26 P 0.871
27 P 1.072
28 N -0.223
29 N -0.219
30 N -0.265
31 N -0.293
32 C -0.424
33 C -0.374
34 C -0.192
35 C -0.092
36 C -0.090
37 C -0.122
38 C -0.113
39 C -0.081
40 C -0.085
41 C -0.134
42 C -0.244
43 C -0.082
44 C -0.070
45 C -0.146
46 C -0.124
47 C -0.084
48 C -0.074
49 C -0.131
50 H 0.053
51 H 0.055
52 H 0.053
53 H 0.087
54 H 0.068
55 H 0.096
56 H 0.091
57 H 0.111
58 H 0.091
59 H 0.092
60 H 0.092
61 H 0.087
62 H 0.096
63 H 0.108
64 H 0.056
65 H 0.091
66 H 0.097
67 H 0.094
68 H 0.097
69 H 0.103
70 F 0.108
71 C -0.452
72 F 0.130
73 F 0.081
74 C -0.548
75 O -0.001
76 O -0.266

=====

The ion C4H10NO2 with charge -1, computed with ωB97M-V/def2-TZVPD.

- 2S+1 = 1
- charge = -1
- HOMO-LUMO gap (Ha) = 0.2502
- E_HOMO (eV) = -2.68
- SMILES = C[C@@H](O)[C@H](N)C[O-]
- energy relative to the best compared isomer or geometry (same formula, charge and spin) (kcal per mole) = 58.2
- maximum force (eV/Å) = 0.8

Positions of all 17 atoms, in Å:
C (1.4824, -0.5934, -0.3994)
O (0.8307, -1.5095, -1.1280)
C (0.6334, 0.6603, -0.0750)
C (-0.5359, 0.3664, 0.8774)
C (-1.6606, -0.4418, 0.2486)
O (-0.0746, -0.2851, 2.0365)
N (0.2004, 1.2975, -1.3352)
H (2.4178, -0.1667, -0.8647)
H (1.8812, -0.9748, 0.5726)
H (1.2845, 1.3711, 0.4433)
H (-0.9168, 1.3297, 1.2187)
H (-2.0150, 0.0033, -0.6883)
H (-1.2668, -1.4156, -0.0601)
H (-2.5354, -0.4609, 0.9125)
H (0.4197, -1.0668, 1.7455)
H (-0.7921, 1.1506, -1.4510)
H (0.6470, 0.7357, -2.0535)

And the natural (NBO) charges, in e, turn out to be:
1 C -0.033
2 O -0.966
3 C -0.097
4 C 0.097
5 C -0.648
6 O -0.741
7 N -0.861
8 H 0.073
9 H 0.064
10 H 0.150
11 H 0.148
12 H 0.184
13 H 0.262
14 H 0.182
15 H 0.475
16 H 0.338
17 H 0.372

=====

A structure of composition ClCuI2 in a non-equilibrium geometry, computed with ωB97M-V/def2-TZVPD.

- 2S+1 = 2
- charge = -1
- HOMO-LUMO gap (alpha / beta) (Ha) = 0.3092 / 0.1849
- E_HOMO (alpha / beta) (eV) = -5.52 / -5.36
- maximum force (eV/Å) = 1.9

Positions of all 4 atoms, in Å:
Cu (0.4113, -0.1542, 0.1246)
I (2.2784, 1.7734, -1.2003)
I (-2.0626, -0.3270, -1.2612)
Cl (-0.6271, -1.2922, 2.3369)

And the natural (NBO) charges, in e, turn out to be:
1 Cu 0.889
2 I -0.757
3 I -0.382
4 Cl -0.751

=====

Question: maximum force of number 2 (C5H8O)?
Answer: 3.5 eV/Å

=====

Question: Look up the 2S+1 of the third one.
Answer: 1

=====

Question: Look up the 2S+1 of the second one.
Answer: 1

=====

Question: Among the records above, which one has the highest 2S+1?
Answer: ClCuI2